Record 1
Formula: C26H35Cl2N6O6STeV
Source: the OMol25 dataset
Level of theory: the ωB97M-V functional and the def2-TZVPD basis

Each line ends with the Mulliken spin population.
CARTESIAN COORDINATES (ANGSTROEM)
1 H -3.346 -2.893 0.779  0.000
2 H 0.977 -4.464 -1.884  0.000
3 C -2.762 2.440 -2.394  0.024
4 H -5.302 3.383 -5.191  0.000
5 H -5.557 3.023 -0.449  -0.001
6 H 3.031 1.322 2.063  0.000
7 H 1.500 -1.542 -0.575  0.000
8 C -4.073 2.879 -2.059  0.018
9 H 2.142 -0.171 2.367  0.000
10 C 1.483 3.223 0.360  0.006
11 C -0.445 -5.444 -0.623  0.000
12 O -1.883 2.096 -1.471  -0.026
13 C -0.058 -5.254 1.745  0.000
14 C 2.633 -3.280 -0.061  0.000
15 C -0.815 -5.720 0.681  0.000
16 N -3.702 2.128 3.704  -0.008
17 H 5.287 -2.314 1.552  0.000
18 H 4.853 -2.169 -0.388  0.000
19 C -4.604 3.115 -4.410  -0.013
20 H -1.607 -2.755 1.109  0.000
21 C 3.116 0.408 -0.841  0.000
22 C -3.357 2.256 2.402  0.010
23 C -4.499 2.949 -0.690  0.056
24 O 4.469 -1.404 -0.827  0.000
25 C 0.828 1.400 -0.488  0.021
26 C -2.206 -2.153 -2.132  -0.001
27 H 2.983 -3.409 -1.085  0.000
28 H 3.434 -3.582 0.617  0.000
29 H 6.002 0.009 0.445  0.000
30 N -4.160 2.820 1.557  0.004
31 C 5.340 0.432 1.200  0.000
32 C -3.311 2.702 -4.738  0.019
33 Te -2.359 -0.700 -0.524  0.009
34 N 2.158 1.376 -0.360  0.004
35 N 0.365 2.556 -0.037  -0.074
36 C 3.477 -0.832 0.023  -0.001
37 O -0.066 5.882 0.350  0.001
38 C -2.417 2.355 -3.749  -0.023
39 C -2.537 -2.205 1.010  0.001
40 H 5.050 1.436 0.891  0.000
41 H 1.653 -4.117 2.324  0.000
42 H -1.412 2.034 -3.994  0.000
43 H -4.469 2.682 4.047  0.001
44 H 5.062 -1.464 3.067  0.000
45 H -1.336 -2.787 -1.995  0.000
46 H 4.043 0.945 -1.021  -0.001
47 H 1.803 -1.690 1.142  0.000
48 Cl -2.241 -6.653 0.991  0.000
49 C 4.108 -0.462 1.413  0.000
50 H 3.722 -2.380 2.393  0.000
51 C -4.976 3.182 -3.089  0.020
52 C 4.565 -1.738 2.137  0.000
53 H 3.532 0.256 3.360  0.000
54 H -0.351 -5.486 2.759  0.000
55 N -3.660 2.869 0.289  -0.078
56 O -2.298 6.546 0.658  0.000
57 Cl -1.423 5.473 0.392  0.000
58 H 1.469 4.223 0.754  -0.001
59 H -3.097 -2.773 -2.200  0.000
60 H -5.975 3.500 -2.816  0.000
61 H -2.753 -1.686 1.942  0.000
62 C 2.267 -1.799 0.162  0.000
63 H -1.040 -5.818 -1.445  0.000
64 H -2.974 1.880 4.348  0.000
65 C 3.135 0.279 2.344  0.000
66 O -1.780 4.826 -0.860  0.001
67 C 1.443 -4.171 0.188  0.000
68 O -1.571 4.448 1.425  0.006
69 V -1.768 2.899 0.095  2.068
70 H 0.229 0.594 -0.882  0.010
71 H 2.767 0.018 -1.798  0.000
72 C 1.063 -4.482 1.491  0.000
73 H -2.099 -1.586 -3.056  0.000
74 N 2.581 2.541 0.170  -0.002
75 C 0.684 -4.673 -0.862  0.000
76 H 5.897 0.520 2.133  0.000
77 H -3.008 2.656 -5.775  0.001
78 S -1.860 1.491 1.888  -0.050

Output
2S+1: 3
HOMO-LUMO gap (alpha / beta) (eV): 7.69 / 7.46
ΔE to the lowest compared entry with this formula, charge and spin (kcal per mole): 16.9
LUMO energy (alpha / beta) (eV): 0.0 / -0.2
Total charge: 0
DFT total energy (Eh): -4322.143874


Record 2
Formula: C26H35EuN6OS
Source: the OMol25 dataset
Level of theory: the ωB97M-V functional and the def2-TZVPD basis

Each line ends with the Mulliken spin population.
CARTESIAN COORDINATES (ANGSTROEM)
1 N -5.473 -5.268 -0.407  0.001
2 H 0.334 3.905 -2.777  -0.010
3 C 3.294 -1.163 2.473  0.026
4 H -0.160 0.594 -4.393  0.006
5 C 2.260 -2.094 -2.479  0.009
6 C 2.050 2.127 1.886  0.050
7 H -3.322 -0.149 1.277  0.000
8 C -3.032 2.822 -0.489  0.002
9 C -1.506 -3.135 1.305  -0.012
10 H 3.234 -1.602 -2.516  0.003
11 C -3.370 -3.813 -0.052  0.001
12 C -2.986 -2.908 -1.037  0.003
13 H 2.174 3.989 2.960  0.002
14 H 1.314 -3.179 -1.024  0.000
15 C 0.249 1.483 -3.921  0.004
16 H 0.675 5.555 -0.965  0.011
17 C 0.924 2.236 -1.558  0.191
18 N 2.253 -2.002 1.853  0.015
19 C 0.863 4.505 -0.790  0.147
20 C 1.214 -1.144 -3.050  -0.026
21 H 0.240 -1.645 -3.106  0.002
22 H 2.216 2.559 3.983  0.009
23 C 1.569 2.715 0.642  0.275
24 O -1.241 0.968 0.073  -0.018
25 C -2.630 -3.933 1.121  -0.003
26 H -4.506 3.923 0.643  0.000
27 C 3.178 -2.793 -0.313  0.015
28 H 3.830 -1.716 3.254  0.001
29 C 1.319 4.069 0.441  -0.090
30 H -4.631 0.061 0.109  0.000
31 N 1.369 1.811 -0.349  0.280
32 H -3.606 2.139 2.115  0.000
33 H 1.029 1.880 -4.573  0.008
34 H 1.478 4.788 1.231  -0.012
35 C 2.692 0.122 3.026  -0.050
36 H 3.874 -1.948 -0.337  0.001
37 H -0.544 2.226 -3.865  -0.007
38 H -2.940 -4.643 1.875  0.000
39 H -3.565 -2.832 -1.948  0.000
40 Eu 0.712 -0.490 0.257  6.040
41 C -4.313 1.850 1.335  0.000
42 C 2.536 2.968 3.026  -0.011
43 H -2.205 3.242 0.089  -0.001
44 N 2.073 0.829 1.920  0.104
45 H 2.050 -3.937 1.103  -0.001
46 C 0.668 3.576 -1.803  -0.048
47 C -1.862 -2.116 -0.825  0.009
48 H 1.950 -0.121 3.800  0.005
49 H -5.192 2.720 -0.436  0.000
50 C -1.087 -2.195 0.345  -0.010
51 H 3.478 0.695 3.524  -0.001
52 C 0.789 1.173 -2.558  0.013
53 H -5.282 1.694 1.807  0.000
54 H -0.959 -3.257 2.236  0.000
55 N 1.977 -2.405 -1.065  0.008
56 H 4.020 -0.901 1.699  0.006
57 N 1.167 0.004 -2.164  0.063
58 H 3.628 3.008 3.033  0.014
59 S -2.602 1.062 -0.593  -0.005
60 H 3.686 -3.565 1.629  -0.002
61 H -3.023 3.253 -1.488  -0.001
62 H 1.672 -2.372 2.601  0.001
63 C 2.809 -3.153 1.115  -0.012
64 H -1.602 -1.411 -1.619  -0.009
65 H 3.698 -3.641 -0.774  -0.001
66 H 1.497 -0.884 -4.074  0.000
67 C -3.834 0.577 0.645  0.002
68 C -4.363 2.919 0.245  0.000
69 C -4.536 -4.624 -0.249  0.000
70 H 2.331 -3.008 -3.077  0.001

Output
2S+1: 8
HOMO-LUMO gap (alpha / beta) (eV): 5.20 / 8.30
LUMO energy (alpha / beta) (eV): -2.8 / -2.6
Total charge: +1
DFT total energy (Eh): -2523.843764


Record 3
Formula: C26H35FIIrN4O10S2Si
Source: the OMol25 dataset
Level of theory: the ωB97M-V functional and the def2-TZVPD basis

Each line ends with the Löwdin charge.
CARTESIAN COORDINATES (ANGSTROEM)
1 H -2.785 0.748 3.415  0.068
2 C -4.093 2.173 -0.081  -0.646
3 H -1.362 5.616 -1.473  0.080
4 C -3.939 3.290 -1.113  -0.041
5 H 1.883 0.547 -2.231  0.021
6 O -1.889 -7.867 -0.045  0.042
7 C -2.022 -1.341 1.411  -0.942
8 H 0.167 7.071 0.698  0.077
9 H -3.051 3.111 -1.722  0.068
10 C -5.374 2.370 0.727  -0.037
11 N -2.620 -7.071 -0.620  -0.368
12 O -0.740 1.845 2.098  -0.190
13 H 2.761 -0.876 -1.609  0.009
14 H -1.112 4.098 3.483  0.075
15 C 0.255 -2.924 -5.105  -0.299
16 S -3.509 -1.865 1.774  0.491
17 H 2.498 -3.033 -2.601  0.109
18 H -0.079 0.155 -3.787  0.105
19 H -0.664 3.401 5.061  0.079
20 H -5.355 3.340 1.229  0.080
21 O 1.509 -4.755 0.433  0.066
22 C -2.470 1.718 3.806  -0.029
23 N 0.852 -3.815 0.015  -0.296
24 H 1.180 4.202 1.693  0.071
25 F -0.244 -3.703 -6.111  0.008
26 H -1.551 6.635 0.846  0.080
27 H -0.305 -6.075 0.199  0.129
28 H -3.910 -5.102 -1.889  0.128
29 C -2.946 -4.812 -1.504  0.089
30 O -3.093 -1.523 -2.685  0.101
31 H 1.885 5.237 0.430  0.084
32 C -2.514 -3.529 -1.699  -0.042
33 H 0.522 3.450 3.736  0.078
34 H -4.944 0.743 -1.468  0.088
35 Ir 0.478 -0.579 -0.263  0.650
36 O -0.841 -1.904 -1.395  -0.107
37 H -0.341 0.836 5.236  0.079
38 I 2.460 0.455 1.142  0.177
39 C -0.534 3.315 3.980  -0.033
40 O -3.728 -7.371 -1.040  0.048
41 H -6.249 2.320 0.075  0.078
42 N -3.415 -2.659 -2.429  -0.325
43 H -0.996 -1.270 -5.613  0.112
44 C -1.228 -3.057 -1.197  -0.268
45 H -0.248 4.257 -1.733  0.048
46 C 1.792 -0.504 -1.948  -0.386
47 O -3.035 2.221 0.866  -0.146
48 C -0.378 5.213 -1.224  -0.042
49 H -0.418 -0.123 3.738  0.074
50 S -0.528 1.551 -0.936  0.377
51 C 1.741 -2.636 -3.268  -0.060
52 O 1.355 -2.690 0.014  -0.071
53 H -2.635 1.738 4.886  0.081
54 H -3.179 0.635 -1.300  0.037
55 C 1.223 -3.444 -4.272  -0.032
56 C -0.451 -4.070 -0.496  -0.050
57 C 1.292 -1.325 -3.075  -0.326
58 H -4.216 0.017 -0.017  0.024
59 C -4.111 0.807 -0.763  -0.053
60 H 1.361 3.580 0.057  0.040
61 O -1.283 4.092 0.689  -0.149
62 C -0.212 -1.632 -4.960  -0.022
63 H 1.552 -4.469 -4.399  0.106
64 O -4.489 -3.141 -2.788  0.027
65 H -0.400 6.146 2.105  0.074
66 C -0.529 6.298 1.032  -0.041
67 H -3.079 2.487 3.331  0.076
68 H -3.824 4.251 -0.607  0.080
69 C -0.262 4.992 0.285  -0.661
70 C 0.311 -0.843 -3.949  -0.047
71 C -2.152 -5.730 -0.819  -0.147
72 H -5.448 1.586 1.482  0.084
73 H -4.814 3.326 -1.765  0.080
74 C -0.990 1.938 3.495  -0.637
75 C 1.131 4.473 0.637  -0.044
76 H 0.391 5.908 -1.570  0.079
77 C -0.156 0.848 4.158  -0.047
78 C -0.918 -5.359 -0.324  0.094
79 H 0.905 1.021 3.973  0.043
80 Si -1.422 2.449 0.759  -0.109
81 N -0.941 -0.960 1.176  -0.103

Output
HOMO-LUMO gap (eV): 5.83
ΔE to the lowest compared entry with this formula, charge and spin (kcal per mole): 12.6
LUMO energy (eV): 3.4
Total charge: -2
DFT total energy (Eh): -3571.039393